Entry 1:
A 2-piece molecular cluster, C3H11N2S overall at a distorted geometry, computed with the ωB97M-V functional and the def2-TZVPD basis.

The geometry in ORCA input format:
```
! wB97M-V def2-TZVPD RIJCOSX def2/J DEFGRID3
* xyz 1 1
C 2.906 0.530 -1.460
C -2.598 -1.141 1.884
C -1.449 -1.223 0.922
N -0.800 -0.274 0.488
N 1.429 0.865 -1.745
S -2.873 0.592 2.527
H 3.512 1.494 -1.796
H 3.117 0.411 -0.496
H 3.272 -0.277 -1.962
H -3.541 -1.470 1.447
H -2.327 -1.791 2.674
H -1.251 -2.152 0.420
H -0.593 0.557 0.978
H 0.987 0.040 -1.474
H 0.945 1.499 -1.025
H 1.413 1.260 -2.728
H -1.493 0.768 2.554
*
```

Results
* HOMO-LUMO gap: 8.387 eV
* E_tot: -628.2675 Eh
* relative energy (zero: lowest compared OMol25 entry of this formula, charge and spin): 287.8 kJ/mol



Entry 2:
A 2-piece molecular cluster, C3H11N2S overall at a distorted geometry, computed with the ωB97M-V functional and the def2-TZVPD basis.

The geometry in ORCA input format:
```
! wB97M-V def2-TZVPD RIJCOSX def2/J DEFGRID3
* xyz 1 1
C 1.958 -0.646 -0.964
C 0.306 -0.765 0.814
C -1.639 0.417 0.483
N -0.977 1.508 -0.100
N 1.238 0.068 0.109
S -2.642 -0.528 -0.604
H 2.451 -1.523 -0.544
H 1.250 -0.979 -1.721
H 2.706 -0.006 -1.424
H 0.408 -0.802 1.883
H 0.065 -1.697 0.333
H -1.950 0.507 1.508
H -1.268 1.719 -1.049
H -0.951 2.345 0.470
H 1.918 0.471 0.760
H 0.625 0.883 -0.262
H -3.499 -0.971 0.308
*
```

Results
* HOMO-LUMO gap: 9.323 eV
* E_tot: -628.2778 Eh
* relative energy (zero: lowest compared OMol25 entry of this formula, charge and spin): 260.7 kJ/mol



Entry 3:
One molecule with the formula C3H11N3 at a distorted geometry, computed with the ωB97M-V functional and the def2-TZVPD basis.

The geometry in ORCA input format:
```
! wB97M-V def2-TZVPD RIJCOSX def2/J DEFGRID3
* xyz 0 1
C 0.624 1.185 0.482
C 0.470 -0.298 0.159
C -0.199 -0.510 -1.239
H -1.384 1.947 0.309
H -0.677 2.567 1.606
H 1.050 1.778 -0.318
H 1.369 1.270 1.263
H 1.470 -0.669 0.145
H 0.205 -1.129 1.948
H -1.039 -0.343 1.357
H -1.181 -0.072 -1.270
H 0.305 0.141 -2.009
H 0.643 -2.261 -2.088
H -0.378 -2.337 -0.779
N -0.673 1.687 1.055
N -0.323 -1.046 1.122
N -0.281 -1.911 -1.744
*
```

Results
* HOMO-LUMO gap: 10.128 eV
* E_tot: -285.1390 Eh
* structure (SMILES): NCC(N)CN
* relative energy (zero: lowest compared OMol25 entry of this formula, charge and spin): 101.9 kJ/mol



Entry 4:
A 2-piece molecular cluster, C3H11N3 overall at a distorted geometry, computed with the ωB97M-V functional and the def2-TZVPD basis.

The geometry in ORCA input format:
```
! wB97M-V def2-TZVPD RIJCOSX def2/J DEFGRID3
* xyz 0 1
C 2.914 -1.456 -0.255
C 2.667 0.467 0.906
N 1.994 -0.519 0.448
H 3.907 -1.527 0.363
H 2.304 -2.347 -0.374
H 3.131 -1.040 -1.286
H 3.494 0.242 1.538
H 2.589 1.552 0.661
N -2.033 0.248 -1.197
C -2.529 0.202 0.242
N -3.198 1.567 0.535
H -2.570 -0.501 -1.603
H -1.089 -0.091 -1.370
H -1.768 0.038 0.998
H -3.204 -0.585 0.404
H -3.988 1.519 -0.074
H -2.621 2.232 0.061
*
```

Results
* HOMO-LUMO gap: 9.117 eV
* E_tot: -285.0414 Eh
* structure (SMILES): C=NC.NCN
* relative energy (zero: lowest compared OMol25 entry of this formula, charge and spin): 358.3 kJ/mol